DFT (ωB97M-V with the def2-TZVPD basis set) results for a structure of composition C8H24ClINOP2Ti in a non-equilibrium geometry.

The geometry in XYZ format:
```
39
Properties=species:S:1:pos:R:3:forces:R:3:mulliken_charge:R:1
C -0.0009 1.2192 -4.7886 -0.008 0.480 0.497 -0.83
C 0.0028 1.7654 -3.3303 -0.009 0.134 -1.189 0.37
H 0.0022 2.0287 -5.5408 0.000 -0.221 0.573 0.33
H -0.8718 0.5929 -4.9079 -0.317 -0.155 -0.025 0.27
H 0.8632 0.5847 -4.9090 0.329 -0.169 -0.031 0.27
O 0.0046 2.8939 -3.0208 0.002 -0.253 0.392 -0.34
I 0.0527 -2.9084 -1.4881 0.004 0.254 -1.182 -0.04
Ti -0.0184 -1.0656 0.1066 0.074 -0.936 2.466 -0.02
P 2.3420 -0.1921 0.4255 1.947 0.129 0.236 1.33
C 2.8441 1.1311 1.5923 -0.675 0.418 0.250 -1.58
C 3.1650 -1.6272 1.2045 -0.180 -0.380 -0.092 -1.25
H 4.1723 -1.7285 0.7968 -0.081 0.020 0.000 0.41
H 4.4766 0.0054 -0.6880 -0.644 0.167 -0.148 0.45
H 2.6072 -2.5449 1.0398 0.174 -0.110 -0.051 0.42
H 3.1439 -0.4145 -1.8376 0.250 0.126 0.065 0.37
H 2.6631 0.8565 2.6356 0.035 -0.085 -0.108 0.53
H 3.2420 -1.4719 2.2774 -0.068 0.021 0.103 0.35
C 3.4247 0.2044 -0.9785 -0.195 -0.003 -0.502 -1.19
H 3.9194 1.3293 1.5060 -0.216 -0.215 -0.210 0.39
H 3.2931 1.2628 -1.2468 0.095 -0.321 0.018 0.39
H 2.3068 2.0637 1.3977 0.138 -0.002 -0.075 0.46
P -2.3456 -0.1744 0.4171 -1.994 0.393 0.190 1.30
C -2.8049 1.1584 1.5856 0.646 0.397 0.200 -1.55
C -3.4263 0.2482 -0.9796 0.145 -0.004 -0.566 -1.15
H -2.6702 -2.5154 1.0393 -0.277 0.082 -0.029 0.42
H -4.2209 -1.6588 0.7913 0.318 0.070 0.080 0.40
H -3.2804 -1.4220 2.2790 0.101 0.010 -0.146 0.34
C -3.2031 -1.5747 1.1980 -0.052 -0.785 0.121 -1.21
H -3.1630 -0.3733 -1.8446 -0.256 0.159 0.114 0.38
H -4.4799 0.0638 -0.6825 0.665 0.171 -0.171 0.44
H -3.8869 1.3278 1.5498 0.171 -0.187 -0.209 0.38
H -2.2964 2.0964 1.3521 -0.104 -0.004 -0.062 0.43
H -3.2820 1.3062 -1.2476 -0.090 -0.355 0.035 0.39
H -2.5660 0.9037 2.6213 -0.115 -0.021 -0.091 0.55
Cl -0.0518 -2.9146 1.6591 -0.002 0.954 -0.507 -0.28
N -0.0100 -0.1273 2.2326 0.212 -0.288 -0.134 -0.60
H -0.8833 0.1569 2.6768 0.298 0.031 -0.114 0.17
H 0.7071 0.5620 2.4672 -0.371 -0.146 0.064 0.14
H 0.2290 -1.0476 2.6393 0.049 0.626 0.239 0.37
```
Forces are in eV/Å.

Properties
Expectation value of S²: 0.75
Charge: +2
Spin multiplicity: 2
Frontier orbital gap (spin up / spin down): 4.80 / 7.55 eV



DFT (ωB97M-V with the def2-TZVPD basis set) results for a structure of composition C8H24ClO8 in a non-equilibrium geometry.

The geometry in XYZ format:
```
41
Properties=species:S:1:pos:R:3:forces:R:3:mulliken_charge:R:1
Cl -5.1157 -16.1679 9.4568 -3.275 0.278 10.936 -0.58
C -1.1730 -14.1920 9.4438 -0.485 -0.179 -0.684 -0.53
C -2.6353 -14.1112 9.0391 -0.126 -0.156 -1.045 -0.19
O -3.1934 -15.3213 8.4884 3.951 2.187 -0.985 -0.52
O -0.8610 -15.3027 10.2629 0.417 -0.343 0.023 -0.53
H -0.9088 -13.2673 9.9570 0.144 0.329 -0.044 0.30
H -0.5752 -14.3043 8.5394 0.335 -0.056 0.136 0.35
H -2.8648 -13.3497 8.2938 0.793 0.369 -0.330 0.36
H -3.2415 -13.8090 9.8932 1.286 0.325 -0.812 0.13
H -3.7099 -15.7228 9.1910 2.644 0.108 -0.913 0.20
H -1.4414 -15.3695 11.0246 -0.338 0.259 -0.076 0.29
C -6.4009 -14.5362 12.0181 0.998 0.033 0.784 -0.40
C -5.4145 -13.5514 11.4069 0.950 -1.197 0.438 -0.57
O -4.2400 -14.2587 10.9175 -1.227 2.485 3.979 -0.57
O -7.2568 -15.0513 11.0843 -2.076 -0.099 -0.440 -0.61
H -6.9661 -14.1538 12.8680 -0.317 0.564 -0.233 0.39
H -5.8178 -15.3363 12.4740 0.428 -0.193 0.045 0.21
H -5.0269 -12.9066 12.1956 0.041 0.203 -0.090 0.38
H -5.8915 -12.9557 10.6286 -0.009 0.015 -0.128 0.25
H -4.4048 -14.9397 10.2612 -1.011 0.657 0.739 0.42
H -6.7383 -15.4935 10.4081 0.151 -0.225 -0.110 0.32
C -5.1426 -19.2215 10.7717 -0.727 0.174 0.208 -0.64
C -6.4624 -19.0791 9.9302 0.912 0.752 0.728 -0.44
O -6.2604 -18.4213 8.6725 -4.793 -3.569 6.517 -0.53
O -4.5321 -18.0243 11.2308 -0.179 -1.672 0.529 -0.64
H -4.4344 -19.8311 10.2104 0.160 -0.063 -0.277 0.26
H -5.3891 -19.7814 11.6738 -0.160 -0.187 0.045 0.45
H -7.2240 -18.5352 10.4890 -0.071 -0.117 0.401 0.29
H -6.7966 -20.1048 9.7740 -0.182 0.006 -0.348 0.37
H -6.2541 -17.4757 8.8382 -0.852 -0.564 0.361 0.22
H -4.4246 -17.5071 10.4292 0.379 0.161 0.283 0.49
C -5.0120 -17.8802 7.2230 1.506 0.245 -5.057 -0.02
C -4.3232 -18.2546 5.8787 0.145 0.830 0.281 -0.66
O -3.1807 -17.4680 5.5602 0.414 0.505 0.272 -0.50
O -5.4718 -16.5583 7.3199 -0.284 -1.196 -7.372 -0.75
H -4.4672 -18.1913 8.1144 1.063 0.179 -0.778 0.04
H -5.9588 -18.4197 7.2429 1.547 -0.778 -2.568 0.41
H -5.0471 -18.1624 5.0690 -0.372 0.169 -0.038 0.32
H -4.0031 -19.2965 5.8759 -0.211 -0.402 0.462 0.28
H -2.8602 -17.6704 4.6783 -0.172 -0.138 -0.004 0.28
H -5.5309 -16.3764 8.2606 -1.398 0.300 -4.835 0.69
```
Forces are in eV/Å.

Properties
ΔE to the lowest compared entry with this formula, charge and spin: 1056.5 kJ/mol
Charge: -1
Spin multiplicity: 1
Frontier orbital gap: 8.15 eV



DFT (ωB97M-V with the def2-TZVPD basis set) results for a structure of composition C8H24N8O16 in a non-equilibrium geometry.

The geometry in XYZ format:
```
56
Properties=species:S:1:pos:R:3:forces:R:3:mulliken_charge:R:1
C -24.9144 -0.1977 -8.7667 -1.824 3.980 0.477 -1.00
N -23.8577 -0.3870 -7.7547 1.417 1.841 -1.059 1.12
O -22.6967 -0.1866 -8.1370 -1.989 0.464 0.843 -0.68
O -24.1974 -0.7013 -6.6387 -0.479 2.083 -0.861 -0.51
H -25.6232 -1.0058 -8.5857 -1.058 2.513 -0.144 0.31
H -24.3943 -0.2714 -9.7217 -0.682 0.527 0.085 0.29
H -25.3340 0.7863 -8.5576 0.233 0.457 -0.170 0.40
C -21.4404 -4.9879 -7.1582 0.563 -6.691 -2.745 -0.66
N -21.2992 -6.4476 -7.2673 0.841 -3.651 -0.979 1.13
O -21.1386 -7.1112 -6.2524 -0.399 0.871 -0.130 -0.64
O -21.2017 -6.9717 -8.3876 -0.432 0.884 0.572 -0.67
H -21.3943 -4.7089 -8.2109 0.745 0.298 0.410 0.29
H -20.5964 -4.7375 -6.5155 0.115 -3.225 -0.524 0.39
H -22.4797 -4.8659 -6.8530 2.438 -0.913 2.753 0.83
C -25.7316 -4.2354 -5.2152 -1.514 0.479 0.889 -0.61
N -25.8966 -5.2010 -6.3103 1.311 -2.102 -0.831 1.14
O -24.8546 -5.6885 -6.7613 0.230 0.232 1.002 -0.57
O -26.9247 -5.5274 -6.8240 -1.937 0.711 0.663 -0.67
H -26.6349 -3.8094 -4.7786 -0.576 -0.631 -0.559 0.43
H -25.2487 -3.3826 -5.6923 -0.452 -0.666 0.799 0.38
H -25.1486 -4.5946 -4.3671 -1.500 -1.140 -1.388 0.47
C -23.3940 -4.1743 -1.4127 0.486 0.695 1.690 -0.51
N -24.8694 -4.3429 -1.4911 0.600 -1.368 -0.426 0.89
O -25.5600 -4.0451 -0.5098 0.427 -0.354 -2.057 -0.58
O -25.1822 -4.8519 -2.5799 -2.019 -0.407 3.989 -0.44
H -22.8924 -5.1385 -1.4954 -0.319 0.095 -0.436 0.24
H -23.1503 -3.7570 -0.4357 -0.181 -0.022 0.008 0.33
H -23.1431 -3.4643 -2.2009 0.341 -0.538 0.557 0.12
C -23.1937 -2.6578 -5.7298 -1.437 -1.107 0.210 -0.65
N -23.5199 -3.7603 -4.7101 4.827 2.597 -2.215 1.31
O -23.1104 -4.8647 -4.9074 0.502 -1.529 -0.069 -0.59
O -24.0195 -3.4220 -3.7069 -0.298 3.061 1.397 -0.81
H -22.1303 -2.4195 -5.7076 -1.931 0.329 1.136 0.29
H -23.8040 -1.7724 -5.5515 0.480 -2.116 0.228 1.13
H -23.4714 -3.0804 -6.6954 1.071 0.289 1.311 -0.52
C -19.1426 -2.2761 -6.0987 0.734 0.076 -1.390 -0.95
N -20.4662 -2.4103 -6.7162 -0.608 2.366 0.437 0.75
O -20.9314 -1.3926 -7.2719 1.104 -2.986 0.268 -0.47
O -21.1015 -3.4435 -6.4384 2.885 9.222 1.681 -0.24
H -19.2787 -1.8252 -5.1157 0.206 -0.435 -0.004 0.29
H -18.5995 -1.6154 -6.7744 -0.049 0.316 0.369 0.35
H -18.6395 -3.2371 -6.2066 -0.143 -0.062 0.871 0.31
C -23.5667 -4.2164 -8.5369 -0.571 1.331 -1.789 -1.48
N -24.5089 -3.0808 -8.2413 -2.948 -1.305 -0.087 1.19
O -24.4481 -2.0346 -8.8800 3.008 -8.933 -0.838 -0.68
O -25.3981 -3.2445 -7.3778 1.453 1.412 -3.933 -0.60
H -23.0616 -4.5808 -7.6423 -2.523 1.250 -2.313 -0.52
H -22.9057 -3.7114 -9.2413 0.352 -0.288 0.151 0.53
H -24.0086 -5.0754 -9.0417 -0.679 0.333 0.186 0.29
C -23.0934 0.2685 -2.1166 -0.038 -1.693 0.677 -0.79
N -23.9536 -0.1534 -3.3285 0.657 3.340 -1.434 0.49
O -23.4762 -0.8902 -4.1790 0.150 1.157 3.086 -0.26
O -24.9213 0.5717 -3.5720 0.499 -1.234 1.097 -0.52
H -23.7133 0.5709 -1.2726 -0.229 0.154 -0.513 0.33
H -22.3091 0.9976 -2.3198 -0.656 0.248 -0.812 0.30
H -22.5355 -0.6127 -1.8000 -0.205 -0.215 -0.135 0.27
```
Forces are in eV/Å.

Properties
ΔE to the lowest compared entry with this formula, charge and spin: 1540.1 kJ/mol
Charge: 0
Spin multiplicity: 1
Frontier orbital gap: 8.70 eV



The highest charge belongs to which entry? C8H24ClINOP2Ti



The highest spin multiplicity belongs to which entry? C8H24ClINOP2Ti



spin multiplicity of number 3 (C8H24N8O16)? 1



spin multiplicity of number 2 (C8H24ClO8)? 1